{
  "formula": "C2H2N3OS",
  "method": "wB97M-V/def2-TZVPD",
  "e_tot_ha": -715.09754,
  "e_homo_ev": -3.69,
  "relative_energy_ev": 1.8008,
  "orbital_gap_ha": 0.2787,
  "charge": -1,
  "symbols": ["H", "N", "S", "N", "O", "N", "C", "C", "H"],
  "positions_angstrom": [[-1.798414, 0.766859, 0.161165], [-0.165863, -0.155230, 0.424512], [2.292568, 0.421979, 0.099620], [-1.481213, -0.128241, 0.064826], [0.134287, 2.086448, 0.078396], [1.088630, -2.451829, 0.003389], [0.724868, -1.368292, 0.056249], [0.631355, 0.967946, 0.170763], [-1.426217, -0.139641, -1.058916]],
  "forces_ev_per_angstrom": [[-0.76, 3.23, 1.11], [3.76, -2.50, -0.09], [-0.34, 1.03, -0.11], [-0.44, -3.67, -4.92], [-0.14, -0.67, -0.01], [-0.05, -2.08, -0.46], [-2.78, 4.14, 1.78], [1.44, 0.76, 0.11], [-0.69, -0.23, 2.60]]
}